[1]
A molecular structure, C39H55AlN4O3PSe, computed with wB97M-V/def2-TZVPD.

Positions of all 104 atoms, in Å:
1 Al -0.345 0.589 0.760
2 O 3.253 -0.657 1.157
3 C 2.149 -0.297 1.432
4 O 1.170 -0.223 0.510
5 C 1.746 -0.006 2.882
6 P 0.171 0.908 3.069
7 C -0.667 0.247 4.517
8 C -0.888 1.024 5.650
9 C -1.496 0.455 6.762
10 C -1.877 -0.877 6.746
11 C -1.655 -1.657 5.615
12 C -1.056 -1.096 4.502
13 C 0.485 2.668 3.236
14 C 1.760 3.200 3.058
15 C 1.942 4.576 3.089
16 C 0.860 5.416 3.300
17 C -0.415 4.888 3.473
18 C -0.608 3.520 3.428
19 H 2.577 0.432 3.433
20 H 1.567 -0.985 3.338
21 H -0.572 2.058 5.681
22 H -1.661 1.056 7.645
23 H -2.343 -1.315 7.618
24 H -1.945 -2.699 5.612
25 H -0.876 -1.710 3.622
26 H 2.620 2.562 2.899
27 H 2.934 4.986 2.961
28 H 1.009 6.487 3.338
29 H -1.255 5.547 3.650
30 H -1.606 3.114 3.564
31 C 0.508 3.224 -6.314
32 C 0.235 3.997 -5.030
33 C 0.754 3.292 -3.778
34 C -0.021 2.035 -3.389
35 N -1.340 2.360 -2.822
36 C -1.574 2.724 -1.554
37 Se -0.278 2.796 -0.173
38 N -2.858 3.081 -1.418
39 C -3.484 3.641 -0.213
40 C -3.077 5.081 0.083
41 C -3.569 6.122 -0.924
42 C -2.692 6.262 -2.166
43 C -3.496 2.915 -2.644
44 C -4.813 3.142 -3.043
45 C -5.110 2.881 -4.363
46 C -4.136 2.416 -5.263
47 C -2.832 2.200 -4.873
48 C -2.529 2.464 -3.538
49 H 0.164 3.779 -7.185
50 H 0.010 2.251 -6.338
51 H 1.576 3.043 -6.439
52 H -0.836 4.202 -4.926
53 H 0.712 4.975 -5.092
54 H 0.749 3.974 -2.924
55 H 1.796 2.997 -3.926
56 H 0.525 1.466 -2.636
57 H -0.201 1.382 -4.242
58 H -3.250 2.987 0.628
59 H -4.559 3.586 -0.388
60 H -1.988 5.141 0.169
61 H -3.472 5.302 1.077
62 H -3.603 7.088 -0.419
63 H -4.604 5.904 -1.207
64 H -1.664 6.503 -1.886
65 H -3.053 7.068 -2.803
66 H -2.672 5.359 -2.781
67 H -5.566 3.520 -2.365
68 H -6.116 3.048 -4.722
69 H -4.417 2.236 -6.291
70 H -2.082 1.868 -5.577
71 C 0.989 -4.640 -1.929
72 C 0.424 -3.254 -1.528
73 N 0.113 -3.204 -0.099
74 C -0.882 -4.228 0.222
75 C -0.370 -5.645 -0.139
76 N 1.017 -5.485 -0.688
77 C 1.913 -4.860 0.345
78 C 1.342 -3.456 0.658
79 H 2.008 -4.588 -2.306
80 H 0.372 -5.160 -2.659
81 H -0.479 -3.038 -2.099
82 H 1.157 -2.477 -1.746
83 H -1.800 -4.016 -0.328
84 H -1.111 -4.176 1.286
85 H -0.968 -6.134 -0.905
86 H -0.302 -6.304 0.724
87 H 1.384 -6.406 -0.926
88 H 2.915 -4.821 -0.078
89 H 1.923 -5.525 1.207
90 H 2.074 -2.694 0.397
91 H 1.127 -3.370 1.723
92 C -4.202 -0.910 0.830
93 C -4.077 -0.474 -0.631
94 C -2.583 -0.465 -0.872
95 O -1.993 -0.149 0.452
96 C -3.040 -0.225 1.512
97 H -4.126 -1.993 0.927
98 H -5.146 -0.599 1.274
99 H -4.501 0.518 -0.792
100 H -4.576 -1.165 -1.307
101 H -2.245 0.301 -1.566
102 H -2.184 -1.437 -1.158
103 H -3.264 0.802 1.801
104 H -2.609 -0.765 2.350

## Properties
relative energy (zero: lowest compared OMol25 entry of this formula, charge and spin): 4.1 kcal/mol
net charge: +3

***

[2]
A molecular structure, C39H55BF2HgN8O2S, computed with wB97M-V/def2-TZVPD.

Positions of all 109 atoms, in Å:
1 Hg 0.221 -0.107 -0.120
2 N -5.635 4.218 3.071
3 C -4.663 3.215 3.272
4 C -3.313 3.548 3.368
5 C -2.355 2.551 3.504
6 C -2.727 1.215 3.526
7 C -4.076 0.879 3.475
8 C -5.034 1.875 3.339
9 S -1.462 -0.051 3.493
10 O -1.917 -1.106 4.365
11 O -0.254 0.642 3.899
12 N -1.269 -0.452 1.974
13 C -2.171 -1.185 1.223
14 N -3.313 -1.633 1.682
15 C -4.122 -2.296 0.772
16 C -3.780 -2.396 -0.563
17 C -2.574 -1.867 -0.993
18 N -1.713 -1.287 -0.077
19 H -5.370 5.110 3.463
20 H -6.549 3.950 3.404
21 H -3.013 4.591 3.333
22 H -1.302 2.793 3.575
23 H -4.348 -0.166 3.487
24 H -6.085 1.609 3.279
25 H -5.042 -2.710 1.164
26 H -4.430 -2.901 -1.268
27 H -2.236 -1.921 -2.018
28 C 4.968 1.784 -3.659
29 C 3.487 1.459 -3.426
30 C 3.323 -0.030 -3.129
31 C 2.887 2.449 -2.439
32 C 2.413 3.649 -2.963
33 C 1.926 4.653 -2.143
34 C 1.911 4.470 -0.770
35 C 2.367 3.285 -0.202
36 C 2.350 3.123 1.305
37 C 3.377 4.057 1.953
38 C 0.955 3.339 1.886
39 C 2.847 2.278 -1.049
40 N 3.232 1.035 -0.480
41 B 2.349 -0.026 -0.072
42 N 3.264 -1.059 0.339
43 C 4.571 -0.601 0.212
44 C 4.551 0.661 -0.264
45 C 2.972 -2.348 0.878
46 C 3.153 -2.572 2.250
47 C 2.898 -3.845 2.749
48 C 2.457 -4.861 1.920
49 C 2.266 -4.617 0.571
50 C 2.524 -3.364 0.026
51 C 2.303 -3.132 -1.453
52 C 3.331 -3.895 -2.290
53 C 0.876 -3.483 -1.869
54 C 3.600 -1.477 3.195
55 C 4.979 -1.781 3.783
56 C 2.564 -1.256 4.293
57 H 5.375 1.152 -4.451
58 H 5.547 1.597 -2.753
59 H 5.105 2.828 -3.943
60 H 2.964 1.656 -4.369
61 H 4.028 -0.369 -2.369
62 H 3.522 -0.596 -4.042
63 H 2.317 -0.270 -2.790
64 H 2.424 3.789 -4.038
65 H 1.554 5.574 -2.576
66 H 1.530 5.253 -0.126
67 H 2.642 2.097 1.534
68 H 3.143 5.103 1.742
69 H 4.383 3.857 1.580
70 H 3.379 3.923 3.036
71 H 0.585 4.345 1.669
72 H 0.968 3.203 2.968
73 H 0.253 2.604 1.488
74 H 5.415 -1.213 0.482
75 H 5.376 1.319 -0.478
76 H 3.025 -4.034 3.807
77 H 2.248 -5.842 2.329
78 H 1.900 -5.409 -0.071
79 H 2.447 -2.068 -1.644
80 H 3.237 -4.973 -2.136
81 H 4.348 -3.605 -2.023
82 H 3.185 -3.694 -3.353
83 H 0.691 -4.557 -1.802
84 H 0.699 -3.179 -2.903
85 H 0.147 -2.980 -1.233
86 H 3.677 -0.550 2.623
87 H 4.952 -2.689 4.390
88 H 5.307 -0.961 4.424
89 H 5.725 -1.924 2.999
90 H 2.458 -2.142 4.924
91 H 1.591 -1.020 3.873
92 H 2.857 -0.421 4.931
93 N -3.801 1.347 -2.246
94 C -3.906 2.139 -0.973
95 C -2.785 1.663 -0.046
96 N -1.521 2.375 -0.036
97 H -4.560 1.514 -2.900
98 H -3.744 0.340 -2.030
99 H -2.893 1.571 -2.705
100 H -4.890 1.944 -0.547
101 H -3.829 3.192 -1.244
102 H -2.578 0.623 -0.313
103 H -3.160 1.618 0.967
104 H -1.521 3.128 0.638
105 H -1.200 2.686 -0.944
106 F -1.529 -0.103 -3.485
107 C -0.574 0.693 -2.750
108 F -1.165 2.058 -3.014
109 H 0.255 0.731 -3.475

## Properties
E_tot: -2883.8835 Eh
net charge: -1
expectation value of S²: 0.765
spin multiplicity: 2

***

[3]
7 unconnected molecules or ions with the total composition C39H56BCl2N5O15S2, computed with wB97M-V/def2-TZVPD.

Positions of all 120 atoms, in Å:
1 C -0.276 -3.781 -0.993
2 B 0.026 -2.255 -1.433
3 O -1.080 -1.365 -1.360
4 N 1.363 -1.810 -1.925
5 C 2.360 -2.797 -2.127
6 N 2.446 -3.753 -2.999
7 C 1.362 -3.964 -3.986
8 O 1.000 -5.136 -4.185
9 O 0.767 -2.999 -4.583
10 N 3.492 -2.652 -1.229
11 C 3.627 -1.212 -0.976
12 C 4.441 -0.695 0.258
13 C 5.203 0.658 -0.106
14 C 6.134 1.125 1.096
15 S 5.699 2.806 1.726
16 C 5.444 3.853 0.256
17 S 6.667 3.991 -0.847
18 N 4.194 4.531 0.145
19 C 3.220 4.508 1.197
20 C 2.197 5.357 0.616
21 N 2.494 5.823 -0.681
22 C 3.720 5.291 -0.932
23 C 2.092 -0.785 -1.119
24 C 1.372 -0.045 0.041
25 Cl 0.795 1.632 -0.327
26 C 1.156 -0.496 1.307
27 C 1.602 -1.936 1.730
28 Cl 0.327 0.531 2.512
29 H -1.144 -3.794 -0.294
30 H -0.622 -4.310 -1.933
31 H 0.638 -4.306 -0.601
32 H -1.760 -1.763 -1.941
33 H 3.247 -4.391 -3.048
34 H 3.536 -3.294 -0.439
35 H 4.127 -0.671 -1.835
36 H 5.241 -1.437 0.525
37 H 3.837 -0.498 1.181
38 H 4.448 1.427 -0.417
39 H 5.825 0.426 -1.021
40 H 7.194 1.142 0.741
41 H 5.967 0.389 1.931
42 H 3.267 3.976 2.166
43 H 1.260 5.598 1.177
44 H 4.245 5.464 -1.902
45 H 2.191 0.052 -1.878
46 H 2.085 -2.494 0.892
47 H 0.658 -2.507 1.980
48 H 2.257 -1.899 2.640
49 O -2.784 -4.864 -2.147
50 C -3.090 -5.608 -1.256
51 O -2.410 -5.711 -0.074
52 C -2.979 -6.771 0.711
53 C -4.387 -6.949 0.184
54 C -4.234 -6.592 -1.283
55 H -2.368 -7.668 0.578
56 H -2.969 -6.490 1.764
57 H -4.786 -7.949 0.353
58 H -5.057 -6.233 0.667
59 H -3.944 -7.456 -1.884
60 H -5.135 -6.131 -1.683
61 O -5.114 4.000 -2.444
62 C -3.920 3.887 -2.488
63 O -3.077 4.906 -2.798
64 C -1.729 4.410 -2.870
65 C -1.730 3.139 -2.048
66 C -3.139 2.615 -2.261
67 H -1.481 4.226 -3.918
68 H -1.043 5.156 -2.470
69 H -0.952 2.437 -2.343
70 H -1.585 3.381 -0.991
71 H -3.210 1.989 -3.152
72 H -3.507 2.082 -1.386
73 O 0.373 3.902 4.470
74 C -0.232 3.462 5.409
75 O 0.265 3.390 6.671
76 C -0.676 2.713 7.520
77 C -2.014 2.860 6.827
78 C -1.618 2.871 5.361
79 H -0.369 1.669 7.616
80 H -0.676 3.172 8.508
81 H -2.722 2.072 7.086
82 H -2.467 3.819 7.092
83 H -1.560 1.862 4.947
84 H -2.287 3.492 4.769
85 O 1.053 2.087 -4.217
86 C 0.765 1.279 -5.062
87 O -0.446 0.684 -5.150
88 C -0.422 -0.308 -6.198
89 C 0.714 0.104 -7.106
90 C 1.688 0.747 -6.133
91 H -0.258 -1.287 -5.746
92 H -1.378 -0.315 -6.717
93 H 1.137 -0.728 -7.669
94 H 0.365 0.852 -7.823
95 H 2.363 0.012 -5.688
96 H 2.251 1.553 -6.599
97 O -1.514 -2.540 -7.825
98 C -1.675 -3.702 -7.570
99 O -2.544 -4.515 -8.231
100 C -2.565 -5.803 -7.595
101 C -1.252 -5.899 -6.845
102 C -0.993 -4.454 -6.460
103 H -3.430 -5.847 -6.928
104 H -2.664 -6.582 -8.352
105 H -1.290 -6.580 -5.994
106 H -0.465 -6.246 -7.519
107 H -1.467 -4.193 -5.513
108 H 0.068 -4.229 -6.430
109 O -2.539 2.872 10.994
110 C -2.357 4.020 11.292
111 O -1.398 4.441 12.157
112 C -1.529 5.854 12.370
113 C -2.280 6.371 11.161
114 C -3.173 5.195 10.807
115 H -2.077 6.016 13.302
116 H -0.540 6.303 12.461
117 H -2.826 7.295 11.356
118 H -1.581 6.560 10.343
119 H -4.118 5.220 11.354
120 H -3.351 5.133 9.735

## Properties
E_tot: -4663.7095 Eh

***

[4]
A molecular structure, C39H56BKN4O8S, computed with wB97M-V/def2-TZVPD.

Positions of all 110 atoms, in Å:
1 K 0.450 0.309 1.152
2 C 0.489 3.263 2.785
3 C -0.836 2.507 2.704
4 O -0.662 1.304 3.405
5 C -1.751 0.417 3.372
6 C -1.291 -0.876 4.038
7 O -0.420 -1.582 3.185
8 C 0.788 -2.064 3.731
9 C 1.973 -1.448 2.993
10 O 1.910 -0.060 3.180
11 C 2.918 0.683 2.546
12 C 2.630 2.154 2.818
13 O 1.500 2.579 2.086
14 H 0.757 3.386 3.839
15 H 0.358 4.259 2.343
16 H -1.087 2.310 1.651
17 H -1.639 3.115 3.151
18 H -2.046 0.209 2.335
19 H -2.613 0.833 3.915
20 H -2.160 -1.505 4.272
21 H -0.791 -0.617 4.977
22 H 0.823 -3.155 3.617
23 H 0.867 -1.817 4.796
24 H 1.905 -1.702 1.926
25 H 2.908 -1.858 3.397
26 H 2.925 0.511 1.463
27 H 3.907 0.420 2.944
28 H 3.504 2.746 2.522
29 H 2.470 2.270 3.893
30 C -5.904 2.552 -5.234
31 C -5.461 3.334 -3.990
32 C -6.687 3.960 -3.312
33 C -4.546 4.474 -4.443
34 C -4.772 2.370 -3.032
35 C -5.511 1.302 -2.520
36 C -4.971 0.342 -1.677
37 C -3.642 0.482 -1.335
38 O -2.861 -0.272 -0.530
39 B -1.575 0.327 -0.508
40 O -1.637 1.478 -1.327
41 C -2.890 1.554 -1.828
42 C -3.431 2.497 -2.678
43 H -6.396 3.209 -5.950
44 H -6.599 1.761 -4.967
45 H -5.040 2.100 -5.716
46 H -7.180 4.646 -3.998
47 H -6.384 4.513 -2.425
48 H -7.405 3.203 -3.014
49 H -5.089 5.124 -5.126
50 H -3.673 4.094 -4.967
51 H -4.220 5.074 -3.597
52 H -6.551 1.206 -2.794
53 H -5.560 -0.484 -1.305
54 H -2.805 3.294 -3.043
55 C -4.178 -3.440 1.340
56 C -3.288 -4.558 1.871
57 C -1.833 -4.109 1.971
58 N -1.208 -3.998 0.666
59 C 0.125 -3.985 0.451
60 S 0.791 -3.064 -0.761
61 N 0.981 -4.718 1.232
62 C 0.813 -5.859 2.020
63 O 1.593 -6.052 2.943
64 C -0.279 -6.773 1.664
65 C -0.755 -6.911 0.358
66 C -1.807 -7.768 0.098
67 C -2.397 -8.495 1.124
68 C -1.890 -8.403 2.413
69 C -0.829 -7.564 2.679
70 H -5.226 -3.709 1.436
71 H -3.975 -3.237 0.292
72 H -4.005 -2.521 1.899
73 H -3.356 -5.442 1.235
74 H -3.614 -4.835 2.877
75 H -1.266 -4.808 2.582
76 H -1.805 -3.130 2.458
77 H -1.698 -3.364 0.048
78 H 1.940 -4.392 1.190
79 H -0.288 -6.370 -0.452
80 H -2.174 -7.872 -0.912
81 H -3.244 -9.134 0.917
82 H -2.331 -8.982 3.212
83 H -0.410 -7.483 3.671
84 C 6.725 5.716 -0.193
85 C 7.308 4.441 -0.797
86 N 6.298 3.672 -1.505
87 C 6.030 4.044 -2.877
88 C 7.112 3.549 -3.835
89 C 5.581 2.776 -0.793
90 O 5.759 2.608 0.406
91 C 4.521 1.971 -1.477
92 C 4.714 1.113 -2.557
93 C 3.663 0.306 -2.963
94 C 2.471 0.349 -2.255
95 N 2.281 1.154 -1.220
96 C 3.271 1.943 -0.859
97 H 7.498 6.260 0.345
98 H 5.929 5.457 0.501
99 H 6.317 6.361 -0.968
100 H 7.694 3.809 0.007
101 H 8.121 4.676 -1.487
102 H 5.964 5.136 -2.934
103 H 5.063 3.629 -3.165
104 H 8.060 4.044 -3.639
105 H 6.817 3.760 -4.859
106 H 7.261 2.478 -3.725
107 H 5.666 1.051 -3.062
108 H 3.781 -0.367 -3.798
109 H 1.637 -0.285 -2.510
110 H 3.079 2.594 -0.021

## Properties
relative energy (zero: lowest compared OMol25 entry of this formula, charge and spin): 19.0 kcal/mol

***

> What is the formula in the second record?

C39H55BF2HgN8O2S